Arrangement 1

Entry from the Open Molecules 2025 dataset: an isolated molecule of C20H22N2O3 (ωB97M-V/def2-TZVPD).

Geometry (Å):
O 1.81874 -4.32697 -0.53880
C 1.52510 -3.26552 -0.03134
C 2.40215 -2.01607 -0.14356
C 1.69583 -0.92519 -0.96750
N 1.65275 0.35482 -0.28511
C 2.36457 1.46017 -0.72546
O 3.08529 1.46039 -1.68548
C 2.03673 2.61596 0.19269
C 1.04216 2.04699 1.20790
C 0.86968 0.59929 0.81626
O 0.16675 -0.22215 1.35497
C -0.24852 2.87197 0.93894
C 0.09269 4.27423 1.38104
C 0.95683 4.77019 0.50471
C 1.20685 3.70880 -0.53889
C -0.17235 3.04087 -0.58259
N 0.41361 -3.05260 0.69620
C -0.66183 -4.01020 0.78681
C -1.72646 -3.76746 -0.29999
C -2.10676 -2.31451 -0.37426
C -1.80790 -1.56436 -1.50477
C -2.11261 -0.21473 -1.56110
C -2.71916 0.40452 -0.48276
C -3.02490 -0.33476 0.64721
C -2.72238 -1.68262 0.69975
H 3.34724 -2.29850 -0.60525
H 2.60573 -1.64696 0.86304
H 0.66300 -1.21917 -1.18037
H 2.21904 -0.74966 -1.90942
H 2.95310 3.02980 0.61442
H 1.34473 2.11804 2.25323
H -1.14472 2.42360 1.35757
H -0.27577 4.72511 2.28318
H 1.45679 5.72015 0.52523
H 1.64555 4.03386 -1.47767
H -0.94252 3.70890 -0.96391
H -0.19862 2.10355 -1.13590
H 0.20934 -2.11207 1.01748
H -1.10745 -3.92849 1.78076
H -0.23307 -5.00701 0.66212
H -1.32395 -4.08870 -1.26194
H -2.60246 -4.37850 -0.07239
H -1.34106 -2.04482 -2.35448
H -1.87614 0.35254 -2.45080
H -2.95736 1.45743 -0.52613
H -3.50129 0.14158 1.49161
H -2.96699 -2.25169 1.58473

Properties
E_HOMO ... -0.3391 Eh
HOMO-LUMO gap ... 0.364 hartree

***

Arrangement 2

Entry from the Open Molecules 2025 dataset: an isolated molecule of C20H22N2O3 (ωB97M-V/def2-TZVPD).

Geometry (Å):
C -5.11175 -3.06076 0.67581
C -3.60033 -2.97071 0.85450
C -2.87584 -2.32436 -0.33464
N -2.76588 -0.89084 -0.24016
C -3.85894 0.01397 -0.47444
C -3.20713 1.35406 -0.34855
C -3.79681 2.59273 -0.48536
C -2.99732 3.71292 -0.32201
C -1.65421 3.56859 -0.03093
C -1.03896 2.32379 0.11581
C 0.43660 2.40384 0.42137
O 0.98688 3.49478 0.46347
N 1.07582 1.25181 0.65596
C 2.49540 1.20839 0.90262
C 3.24557 0.45108 -0.16191
C 2.75870 0.33739 -1.45136
C 3.45950 -0.35995 -2.42199
C 4.66439 -0.95081 -2.09844
C 5.17418 -0.84572 -0.81400
C 4.47416 -0.14590 0.15959
O 4.89771 0.01516 1.44935
C 6.11123 -0.57800 1.83775
C -1.84832 1.19287 -0.04792
C -1.59100 -0.26798 0.00985
O -0.54762 -0.87024 0.22673
H -5.55731 -3.57409 1.52472
H -5.35355 -3.62139 -0.22484
H -5.56977 -2.07821 0.59942
H -3.36087 -2.40839 1.75890
H -3.20725 -3.98050 0.98251
H -1.84702 -2.69238 -0.37613
H -3.38362 -2.58428 -1.26980
H -4.65047 -0.11223 0.27314
H -4.29824 -0.14564 -1.46685
H -4.84800 2.68237 -0.71505
H -3.42224 4.69997 -0.42350
H -1.02418 4.43725 0.09276
H 0.60021 0.35478 0.55172
H 2.68694 0.74022 1.87364
H 2.85128 2.24418 0.94404
H 1.81743 0.80504 -1.69888
H 3.06448 -0.43865 -3.42349
H 5.22134 -1.49865 -2.84433
H 6.11876 -1.31413 -0.58579
H 6.95684 -0.17598 1.27009
H 6.08310 -1.66707 1.72606
H 6.23611 -0.32831 2.89051

Properties
E_HOMO ... -0.3024 Eh
HOMO-LUMO gap ... 0.313 hartree

***

Arrangement 3

Entry from the Open Molecules 2025 dataset: an isolated molecule of C20H22N2O3 (ωB97M-V/def2-TZVPD).

Geometry (Å):
O 3.30841 0.15334 3.44462
C 2.89995 0.24813 2.30831
C 3.19164 1.47683 1.43660
N 2.21790 1.60561 0.37724
C 2.67770 2.37350 -0.76787
C 1.52126 2.77212 -1.70664
C 0.32746 1.88016 -1.54528
C -0.41864 1.40380 -2.60366
C -1.53309 0.58958 -2.39915
C -1.89340 0.25470 -1.08762
C -1.13689 0.73996 -0.02665
C -0.04259 1.55326 -0.24244
C 0.89394 2.01838 0.83225
O -2.91225 -0.63265 -0.77686
C -4.22512 -0.21925 -1.08360
C -4.39661 0.20312 -2.55130
C -3.38421 -0.52255 -3.43646
O -2.16327 0.18542 -3.53932
N 2.16949 -0.67492 1.63795
C 1.60290 -1.86603 2.09374
C 0.65171 -2.48162 1.28146
C 0.05661 -3.66160 1.68246
C 0.40202 -4.24047 2.89302
C 1.34551 -3.62797 3.70027
C 1.94893 -2.44605 3.31012
H 4.18029 1.32599 0.99180
H 3.25374 2.35907 2.09362
H 3.39086 1.74257 -1.30890
H 3.20939 3.28738 -0.45264
H 1.20729 3.79275 -1.46651
H 1.86770 2.77091 -2.73971
H -0.15303 1.63733 -3.62307
H -1.42133 0.44583 0.97257
H 0.66973 1.53865 1.78603
H 0.83064 3.11111 0.97556
H -4.83764 -1.09781 -0.86504
H -4.53311 0.59823 -0.41516
H -5.41247 -0.02007 -2.87540
H -4.23342 1.27777 -2.66046
H -3.74190 -0.58350 -4.46700
H -3.20684 -1.53838 -3.06114
H 1.89353 -0.37921 0.70494
H 0.37703 -2.02333 0.34121
H -0.68240 -4.12842 1.04820
H -0.06382 -5.16322 3.20507
H 1.61775 -4.07392 4.64549
H 2.67867 -1.96452 3.93936

Properties
E_HOMO ... -0.3045 Eh
HOMO-LUMO gap ... 0.333 hartree

***

It is arrangement 3 that is the least stable of them.

***

Arrangement 1

Entry from the Open Molecules 2025 dataset: the ion C9H12N3O2 with charge +1 (ωB97M-V/def2-TZVPD).

Geometry (Å):
C 0.41121 0.02146 -3.37555
C 0.78898 -0.14034 -1.94334
C 2.04900 -0.62867 -1.59490
C 2.41716 -0.78503 -0.27223
C 1.53302 -0.45155 0.74147
C 0.27553 0.02002 0.39769
N -0.65047 0.39413 1.46610
C -0.67263 1.83160 1.72638
N -0.29474 -0.44794 2.70139
O -0.21821 0.16417 3.68740
C -2.09833 -0.13931 1.12537
N -2.08245 -1.45170 0.99251
O -2.96302 0.65749 1.04424
C -0.10342 0.17971 -0.92660
H 0.30941 -0.95652 -3.84501
H -0.52841 0.55522 -3.48406
H 1.18797 0.55955 -3.91453
H 2.74857 -0.87963 -2.37694
H 3.39880 -1.15409 -0.02222
H 1.82138 -0.55024 1.77826
H -1.37499 2.05526 2.52991
H 0.32766 2.15813 2.00940
H -0.98896 2.35828 0.82915
H -1.25638 -2.01523 1.12097
H -2.95432 -1.91762 0.77935
H -1.08236 0.56287 -1.17420

Properties
Charge ... +1
E_HOMO ... -0.4875 Eh
HOMO-LUMO gap ... 0.289 hartree

***

Arrangement 2

Entry from the Open Molecules 2025 dataset: the ion C9H12N3O2 with charge +1 (ωB97M-V/def2-TZVPD).

Geometry (Å):
C 3.05865 1.11078 -0.61294
C 2.03068 0.67857 0.42541
C 0.66592 0.33770 -0.21617
C 0.79817 -0.84110 -1.13363
C 0.55397 -2.08181 -0.68257
N 0.26864 -2.29544 0.64407
C -0.11350 -1.38616 1.40864
C -0.37645 0.05423 0.89771
N -1.71232 0.16768 0.40179
C -2.69802 0.92529 0.80781
C -3.85111 0.68917 -0.06967
O -4.93644 1.14363 -0.11724
O -3.37059 -0.28732 -0.96852
N -2.11379 -0.64331 -0.59043
H 3.31532 0.29290 -1.28001
H 3.96632 1.42936 -0.10894
H 2.68977 1.94589 -1.20374
H 1.88383 1.49056 1.14041
H 2.40113 -0.19184 0.96932
H 0.34102 1.21731 -0.78332
H 1.16625 -0.66577 -2.13090
H 0.64630 -2.97428 -1.27998
H -0.23522 -1.57875 2.46297
H -0.26369 0.76353 1.72109
H -2.65874 1.60817 1.63370
H -1.45608 -0.90900 -1.33483

Properties
Charge ... +1
E_HOMO ... -0.4983 Eh
HOMO-LUMO gap ... 0.293 hartree

***

It is arrangement 2 that is the least stable of them.